ORCA calculation (ωB97M-V/def2-TZVPD) on the molecule C3H7N in a non-equilibrium geometry.

The geometry in XYZ format:
```
11
C3H7N (ωB97M-V/def2-TZVPD)
C -1.309 0.027 -0.031
C 0.041 0.022 0.628
C 1.240 -0.459 -0.064
N 0.987 0.920 0.061
H -0.980 -0.048 -1.102
H -2.030 -0.866 0.059
H -1.994 0.895 0.086
H 0.049 0.038 1.673
H 1.125 -1.045 -0.970
H 2.184 -0.869 0.446
H 0.688 1.383 -0.785
```

Properties
SMILES: C[C@H]1CN1
net charge: 0
orbital gap: 10.53 eV
2S+1: 1
energy above the lowest of the compared OMol25 structures with the same formula, charge and spin: 122.9 kJ/mol

Atomic partial charges in e from the natural (NBO) method, atoms 1 to 4:
1 C -0.632
2 C -0.086
3 C -0.255
4 N -0.587

ORCA calculation (ωB97M-V/def2-TZVPD) on a structure of composition C34H32B2CoF4IN6O4PS in a non-equilibrium geometry.

The geometry in XYZ format:
```
86
C34H32B2CoF4IN6O4PS (ωB97M-V/def2-TZVPD)
Co 0.026 0.424 0.710
C 1.490 -2.838 2.854
C 0.696 -1.795 2.163
N 1.181 -1.010 1.256
O 2.470 -1.168 0.966
B 2.961 -0.638 -0.341
F 4.309 -0.794 -0.347
F 2.375 -1.422 -1.373
O 2.655 0.785 -0.501
N 1.489 1.376 -0.137
C 1.504 2.645 -0.355
C 2.749 3.271 -0.878
C 0.305 3.460 0.056
N -0.839 2.089 1.226
O -1.879 1.949 2.095
B -2.975 1.024 1.719
F -3.232 1.114 0.319
F -4.070 1.292 2.447
O -2.522 -0.374 1.972
N -1.223 -0.582 1.788
C -0.722 -1.569 2.444
C -1.502 -2.420 3.377
C 0.389 4.915 -0.367
H 2.487 -2.889 2.430
H 0.989 -3.806 2.788
H 1.573 -2.591 3.915
H 3.116 2.702 -1.731
H 3.528 3.176 -0.115
H 2.625 4.312 -1.145
H -2.414 -1.910 3.674
H -0.912 -2.665 4.258
H -1.786 -3.355 2.886
H 0.556 5.021 -1.438
H 1.205 5.406 0.163
H -0.525 5.442 -0.122
I -2.486 -1.995 -1.411
C -3.874 -0.894 -2.524
C -4.888 -1.665 -3.034
C -5.897 -1.095 -3.815
C -5.834 0.234 -4.103
C -4.778 1.043 -3.626
C -4.745 2.391 -4.036
C -3.724 3.208 -3.661
C -2.722 2.707 -2.828
C -2.723 1.411 -2.357
P -1.230 1.179 -1.274
C 0.005 1.263 -2.625
C 0.567 2.441 -3.110
C 1.400 2.410 -4.215
C 1.698 1.205 -4.837
C 1.154 0.029 -4.348
C 0.307 0.058 -3.252
C -1.087 2.725 -0.142
C -2.287 3.623 -0.075
C -2.575 4.466 0.925
C -1.751 4.815 2.074
C -0.551 4.308 2.364
C 0.098 3.203 1.596
C -3.748 0.505 -2.778
H -4.907 -2.726 -2.827
H -6.696 -1.715 -4.197
H -6.588 0.695 -4.728
H -5.537 2.758 -4.676
H -3.678 4.237 -3.992
H -1.924 3.376 -2.541
H 0.350 3.393 -2.644
H 1.822 3.335 -4.588
H 2.350 1.190 -5.699
H 1.398 -0.916 -4.814
H -0.120 -0.863 -2.878
H -3.031 3.491 -0.841
H -3.523 4.986 0.864
H -2.164 5.568 2.733
H -0.003 4.678 3.220
H 0.974 2.832 2.129
S 0.353 -2.745 -2.199
C 1.292 -4.075 -2.706
N 2.618 -3.850 -2.919
C 3.438 -4.843 -3.312
C 2.926 -6.094 -3.514
C 1.549 -6.256 -3.308
N 0.762 -5.272 -2.905
H 2.959 -2.892 -2.801
H 4.480 -4.597 -3.456
H 3.554 -6.912 -3.830
H 1.062 -7.210 -3.472
```

Properties
net charge: +2
orbital gap (spin up / spin down): 5.22 / 5.22 eV
2S+1: 2
energy above the lowest of the compared OMol25 structures with the same formula, charge and spin: 399.6 kJ/mol

Atomic partial charges in e from the Mulliken method, atoms 1 to 4:
1 Co -0.738
2 C -1.650
3 C 0.166
4 N 0.151

ORCA calculation (ωB97M-V/def2-TZVPD) on a cluster of 6 separate species, C32H29Br2N5O10 in total in a non-equilibrium geometry.

The geometry in XYZ format:
```
78
C32H29Br2N5O10 (ωB97M-V/def2-TZVPD)
O 6.981 -6.515 -6.282
N 6.107 -5.836 -5.775
O 5.427 -5.018 -6.370
C 5.860 -6.039 -4.347
C 4.791 -5.388 -3.772
C 4.402 -5.774 -2.501
C 5.066 -6.773 -1.809
C 6.170 -7.368 -2.415
C 6.577 -7.021 -3.681
H 4.252 -4.637 -4.329
H 3.554 -5.271 -2.056
H 4.707 -7.069 -0.835
H 6.697 -8.141 -1.864
H 7.367 -7.549 -4.193
O 2.137 -3.375 -0.089
N 2.320 -2.586 -1.036
O 3.045 -2.805 -2.009
C 1.584 -1.318 -0.951
C 1.208 -0.739 -2.139
C 0.402 0.389 -2.109
C -0.001 0.889 -0.878
C 0.474 0.351 0.312
C 1.234 -0.797 0.280
H 1.445 -1.177 -3.099
H -0.003 0.903 -2.966
H -0.679 1.731 -0.792
H 0.216 0.801 1.260
H 1.613 -1.308 1.154
O -4.528 5.464 3.013
N -3.653 5.548 2.178
O -3.701 6.252 1.194
C -2.430 4.768 2.371
C -2.506 3.609 3.117
C -1.392 2.815 3.308
C -0.173 3.247 2.773
C -0.174 4.295 1.868
C -1.261 5.167 1.754
H -3.465 3.251 3.474
H -1.406 1.898 3.879
H 0.730 2.674 2.951
H 0.755 4.671 1.453
H -1.052 6.115 1.287
O -3.197 3.070 -2.776
N -2.862 3.998 -3.511
O -1.691 4.348 -3.694
C -3.909 4.794 -4.135
C -5.154 4.211 -4.355
C -6.133 4.979 -4.951
C -5.896 6.268 -5.404
C -4.639 6.825 -5.183
C -3.661 6.090 -4.544
H -5.272 3.174 -4.076
H -7.148 4.593 -4.933
H -6.666 6.847 -5.890
H -4.415 7.809 -5.572
H -2.643 6.451 -4.467
O 1.531 0.687 4.942
N 1.880 -0.299 4.359
O 2.294 -0.344 3.239
C 1.765 -1.569 5.047
C 1.054 -1.691 6.234
C 0.753 -2.940 6.727
C 1.329 -4.091 6.180
C 2.210 -3.933 5.121
C 2.297 -2.717 4.473
H 0.522 -0.822 6.604
H 0.020 -3.098 7.509
H 1.126 -5.016 6.700
H 2.642 -4.818 4.671
H 2.985 -2.573 3.648
Br -4.518 0.257 0.100
C -3.134 -0.180 1.435
C -3.797 -0.495 2.747
Br -2.407 -0.684 4.095
H -2.525 0.710 1.493
H -2.596 -1.057 1.099
H -4.373 -1.411 2.670
H -4.468 0.292 3.072
```

Properties
SMILES: O=[N+]([O-])c1ccccc1.O=[N+]([O-])c1ccccc1.O=[N+]([O-])c1ccccc1.O=[N+]([O-])c1ccccc1.O=[N+]([O-])c1ccccc1.BrCCBr
net charge: 0
orbital gap: 9.01 eV
2S+1: 1
energy above the lowest of the compared OMol25 structures with the same formula, charge and spin: 0.0 kJ/mol

Atomic partial charges in e from the Mulliken method, atoms 1 to 4:
1 O -0.604
2 N 0.990
3 O -0.603
4 C 0.341

ORCA calculation (ωB97M-V/def2-TZVPD) on a structure of composition C2H10N2O2P in a non-equilibrium geometry.

The geometry in XYZ format:
```
17
C2H10N2O2P (ωB97M-V/def2-TZVPD)
C -1.570 0.419 0.491
C -0.638 -1.632 -0.735
N 2.075 1.373 -0.735
N -0.459 -0.536 0.213
O 0.857 0.385 2.169
O 1.982 -1.369 0.597
P 1.058 -0.093 0.696
H -1.952 0.464 1.472
H -1.371 1.459 0.185
H -2.448 0.107 -0.165
H 0.002 -1.561 -1.659
H -0.496 -2.583 -0.223
H -1.794 -1.582 -0.955
H 3.052 1.710 -0.555
H 1.552 2.215 -0.429
H 1.177 -0.233 2.947
H 2.771 -1.136 0.141
```

Properties
net charge: +1
orbital gap: 9.18 eV
2S+1: 1
energy above the lowest of the compared OMol25 structures with the same formula, charge and spin: 309.5 kJ/mol

Atomic partial charges in e from the natural (NBO) method, atoms 1 to 4:
1 C -0.427
2 C -0.422
3 N -0.949
4 N -0.778

ORCA calculation (ωB97M-V/def2-TZVPD) on a cluster of 9 separate species, C19H40O35S9 in total in a non-equilibrium geometry.

The geometry in XYZ format:
```
103
C19H40O35S9 (ωB97M-V/def2-TZVPD)
C 4.572 -0.168 -2.608
C 3.851 -1.386 -3.076
O 4.575 -2.531 -2.727
S 3.833 -4.003 -2.492
C 3.418 -3.656 -0.601
O 2.610 -4.090 -3.295
O 4.934 -4.944 -2.469
H 5.630 -0.081 -2.856
H 4.321 -0.151 -1.547
H 4.002 0.679 -2.991
H 2.863 -1.320 -2.620
H 3.708 -1.347 -4.156
H 2.780 -2.775 -0.528
H 4.331 -3.416 -0.056
H 2.973 -4.577 -0.225
O 0.243 -3.570 -1.220
S -0.371 -4.820 -1.550
O 0.251 -5.792 -2.435
O -0.897 -5.449 -0.080
C -1.795 -4.525 0.554
C -2.632 -4.169 -0.669
O -2.010 -4.565 -1.843
H -2.348 -5.012 1.356
H -1.167 -3.702 0.896
H -2.662 -3.080 -0.709
H -3.664 -4.488 -0.525
O 2.268 0.094 -0.549
S 1.274 0.187 0.508
O 1.625 -0.025 1.909
O 0.261 1.488 0.268
C -0.861 1.244 -0.420
C -0.815 -0.283 -0.741
O -0.011 -0.858 0.234
H -1.700 1.477 0.236
H -0.922 1.785 -1.364
H -0.306 -0.575 -1.660
H -1.816 -0.712 -0.701
O 1.492 0.369 -6.006
S 0.335 0.514 -5.089
O 0.583 0.819 -3.662
O -0.865 1.468 -5.698
C -2.179 0.872 -5.683
C -1.999 -0.526 -5.019
O -0.643 -0.818 -5.119
H -2.837 1.494 -5.076
H -2.384 0.833 -6.752
H -2.564 -1.343 -5.468
H -2.335 -0.520 -3.982
O -4.135 0.766 -1.482
S -4.520 2.077 -1.861
O -3.760 3.200 -1.553
O -4.940 2.006 -3.459
C -6.146 1.336 -3.611
C -6.989 1.930 -2.479
O -6.076 2.304 -1.440
H -6.500 1.458 -4.635
H -6.002 0.277 -3.393
H -7.786 1.308 -2.070
H -7.491 2.855 -2.766
O -1.143 2.361 3.483
S -2.270 1.419 3.194
O -3.601 1.873 2.783
O -1.786 0.127 2.251
C -2.077 -1.061 2.839
C -1.805 -0.877 4.322
O -2.326 0.443 4.524
H -3.106 -1.273 2.549
H -1.441 -1.886 2.520
H -0.735 -1.014 4.483
H -2.246 -1.604 5.005
O 0.295 -5.604 2.957
S 0.887 -4.390 3.507
O 0.109 -3.231 3.928
O 1.957 -4.672 4.713
C 2.886 -3.664 4.800
C 3.105 -3.150 3.349
O 2.116 -3.809 2.543
H 2.531 -2.833 5.410
H 3.840 -4.037 5.172
H 4.018 -3.505 2.871
H 3.100 -2.061 3.397
O 3.819 6.009 2.470
S 4.088 4.805 3.312
O 4.602 5.011 4.647
O 2.827 3.729 3.365
C 3.236 2.448 3.628
C 4.467 2.309 2.785
O 4.995 3.614 2.560
H 3.396 2.245 4.687
H 2.460 1.728 3.371
H 4.249 1.776 1.860
H 5.272 1.848 3.357
O -0.952 8.200 2.245
S -1.118 6.728 2.206
O -1.510 6.053 3.418
O -1.880 6.368 0.777
C -1.207 5.456 -0.046
C 0.068 5.048 0.587
O 0.275 6.053 1.564
H -1.845 4.598 -0.257
H -0.963 5.840 -1.037
H 0.883 4.927 -0.126
H -0.075 4.089 1.085
```

Properties
SMILES: CCOS(C)(=O)=O.O=S1(=O)OCCO1.O=S1(=O)OCCO1.O=S1(=O)OCCO1.O=S1(=O)OCCO1.O=S1(=O)OCCO1.O=S1(=O)OCCO1.O=S1(=O)OCCO1.O=S1(=O)OCCO1
net charge: 0
orbital gap: 10.22 eV
2S+1: 1

Atomic partial charges in e from the Mulliken method, atoms 1 to 4:
1 C -1.030
2 C 0.434
3 O -0.395
4 S 1.204

ORCA calculation (ωB97M-V/def2-TZVPD) on a cluster of 2 separate species, C4H10N2O in total in a non-equilibrium geometry.

The geometry in XYZ format:
```
17
C4H10N2O (ωB97M-V/def2-TZVPD)
C -0.494 0.493 -1.159
C -0.297 1.563 -0.367
N -0.328 2.885 -0.805
C 0.692 3.337 -1.491
H 0.313 0.246 -1.878
H -1.277 -0.240 -1.051
H 0.048 1.430 0.641
H 0.864 4.374 -1.510
H 1.385 2.621 -2.007
N 1.318 -2.188 1.299
C -0.090 -2.391 1.630
O -0.972 -2.421 0.504
H 1.517 -2.877 0.550
H 1.433 -1.290 0.796
H -0.129 -3.374 2.124
H -0.369 -1.629 2.358
H -1.807 -2.791 0.808
```

Properties
SMILES: C=CN=C.NCO
net charge: 0
orbital gap: 7.99 eV
2S+1: 1
energy above the lowest of the compared OMol25 structures with the same formula, charge and spin: 573.6 kJ/mol

Atomic partial charges in e from the natural (NBO) method, atoms 1 to 4:
1 C -0.565
2 C 0.019
3 N -0.369
4 C -0.042

ORCA calculation (ωB97M-V/def2-TZVPD) on the molecule C5H9NO in a non-equilibrium geometry.

The geometry in XYZ format:
```
16
C5H9NO (ωB97M-V/def2-TZVPD)
C -2.139 -0.188 -0.087
C -0.631 -0.442 -0.199
C -0.197 -1.369 0.860
N 0.147 -2.095 1.693
C 0.182 0.867 -0.159
C 1.667 0.647 0.084
O 2.140 -0.243 -0.907
H -2.466 0.463 -0.904
H -2.374 0.304 0.863
H -2.703 -1.124 -0.137
H -0.412 -0.946 -1.147
H 0.035 1.380 -1.118
H -0.214 1.526 0.625
H 1.805 0.231 1.092
H 2.189 1.615 0.041
H 2.970 -0.625 -0.599
```

Properties
SMILES: C[C@H](C#N)CCO
net charge: 0
orbital gap: 11.56 eV
2S+1: 1
energy above the lowest of the compared OMol25 structures with the same formula, charge and spin: 99.6 kJ/mol

Atomic partial charges in e from the natural (NBO) method, atoms 1 to 4:
1 C -0.586
2 C -0.331
3 C 0.297
4 N -0.343

ORCA calculation (ωB97M-V/def2-TZVPD) on a cluster of 2 separate species, C3H5ClSi in total in a non-equilibrium geometry.

The geometry in XYZ format:
```
10
C3H5ClSi (ωB97M-V/def2-TZVPD)
C 2.604 -2.031 -1.351
C 1.889 -1.429 -0.575
C -1.770 0.366 0.247
Si -0.171 0.780 1.179
Cl -2.278 2.074 -0.359
H 3.424 -2.090 -2.158
H -2.655 0.144 0.869
H -1.642 -0.114 -0.656
H 1.042 0.943 0.419
H -0.444 1.358 2.384
```

Properties
net charge: 0
orbital gap (spin up / spin down): 5.30 / 5.30 eV
2S+1: 1
energy above the lowest of the compared OMol25 structures with the same formula, charge and spin: 674.8 kJ/mol

Atomic partial charges in e from the natural (NBO) method, atoms 1 to 4:
1 C -0.546
2 C -0.398
3 C -0.795
4 Si 1.332